{
  "formula": "C10H14Si",
  "method": "the ωB97M-V functional and the def2-TZVPD basis",
  "de_lowest_ev": 0.6738,
  "e_homo_ha": -0.321,
  "smiles": "C[Si]1(C)Cc2ccccc2C1",
  "symbols": ["Si", "C", "C", "C", "C", "C", "C", "C", "C", "C", "C", "H", "H", "H", "H", "H", "H", "H", "H", "H", "H", "H", "H", "H", "H"],
  "coordinates": [[0.467348, 1.238458, -0.713992], [-1.240700, 0.531791, -0.641993], [0.554904, -2.121968, 1.234837], [0.322940, -1.064895, 0.436145], [0.851561, 2.777904, 0.346369], [-0.437546, -2.816943, 1.971812], [-1.007594, -0.675219, 0.191140], [0.841100, 1.725075, -2.407194], [-1.744578, -2.501054, 1.655659], [1.349417, -0.322070, -0.267755], [-2.000735, -1.464013, 0.771937], [2.191686, -0.043305, 0.356898], [-2.597130, -2.926102, 2.120279], [-1.545751, 0.270930, -1.660499], [1.920346, 2.667549, 0.367198], [-1.960115, 1.137804, -0.089146], [-0.178878, -3.558428, 2.707541], [0.552646, 0.941086, -3.161201], [1.612016, -2.505893, 1.317091], [1.952543, 1.581599, -2.413560], [-3.024727, -1.331516, 0.464101], [0.474385, 2.744102, -2.634256], [1.630514, -0.764764, -1.225564], [0.560586, 2.760509, 1.380366], [0.455761, 3.719362, -0.106212]],
  "forces_ev_per_a": [[-1.0, 1.3, 0.6], [-0.4, 0.1, 0.5], [1.7, -2.8, 2.2], [-1.8, 0.0, -0.4], [-0.8, -0.5, -0.6], [0.3, 0.9, -1.2], [-0.2, -1.6, 0.9], [1.2, -0.7, -1.6], [0.6, 0.7, 0.1], [1.1, 1.4, -0.5], [-0.1, 0.3, -0.8], [0.5, -0.5, -0.1], [-0.5, -0.7, 0.4], [-0.4, 0.2, 0.2], [0.8, 0.8, -0.1], [-0.3, 0.2, -0.6], [0.1, -0.2, 0.0], [-0.3, 0.9, 0.6], [-1.1, 0.6, 0.1], [-0.5, 1.0, -0.3], [-0.3, 0.4, 0.1], [0.5, -0.6, -0.3], [0.4, -0.2, 0.2], [-0.4, -0.2, 0.5], [0.7, -0.7, 0.2]],
  "lowdin_charge": [0.501, -0.176, -0.054, -0.304, -0.153, -0.068, -0.246, -0.197, -0.098, -0.181, -0.046, 0.092, 0.089, 0.094, 0.013, 0.091, 0.094, 0.055, 0.130, 0.048, 0.107, 0.045, 0.103, 0.016, 0.046]
}